(1)
41
Properties=species:S:1:pos:R:3 method="wB97M-V/def2-TZVPD" orbital_gap_ha=0.3325 e_homo_ev=-11.77 mol_weight_g_mol=247.36 e_lumo_ev=-2.7188 smiles="CO[C@H](CC1=[N+](C)CCCN1C)c1ccccc1" de_lowest_kj_mol=0.0 multiplicity=1 charge=+1
C -2.543 0.952 0.666
O -1.337 0.563 1.333
C -0.106 0.998 0.742
C 0.601 -0.202 0.181
C -0.028 -0.926 -1.006
N -0.564 -2.124 -0.805
C -0.496 -2.788 0.486
C -1.273 -2.878 -1.817
C -0.878 -2.501 -3.215
C -0.638 -1.030 -3.379
N 0.058 -0.433 -2.249
C 0.820 0.756 -2.590
C 0.748 1.613 1.863
C 1.733 2.565 1.544
C 2.520 3.111 2.555
C 2.348 2.711 3.886
C 1.288 1.851 4.206
C 0.508 1.284 3.203
H -3.360 0.581 1.299
H -2.626 2.054 0.591
H -2.619 0.494 -0.348
H -0.288 1.759 -0.059
H 0.675 -0.892 1.038
H 1.645 0.049 -0.072
H 0.509 -2.742 0.916
H -1.217 -2.394 1.212
H -0.708 -3.843 0.321
H -2.355 -2.746 -1.672
H -1.038 -3.926 -1.637
H -1.690 -2.795 -3.884
H 0.010 -3.061 -3.511
H -1.590 -0.503 -3.541
H -0.019 -0.866 -4.258
H 1.852 0.721 -2.222
H 0.875 0.802 -3.679
H 0.358 1.694 -2.260
H 1.852 2.849 0.492
H 3.258 3.869 2.306
H 2.969 3.126 4.667
H 1.047 1.643 5.242
H -0.303 0.603 3.455

(2)
45
Properties=species:S:1:pos:R:3 method="wB97M-V/def2-TZVPD" orbital_gap_ha=0.3401 e_homo_ev=-8.76 mol_weight_g_mol=309.37 e_lumo_ev=0.4935 smiles="NCCCC[C@H](N)C(=O)N[C@@H](Cc1ccc(O)cc1)C(=O)O" de_lowest_kj_mol=305.0 multiplicity=1
N 4.189 -2.234 1.442
C 3.311 -2.042 2.556
C 2.006 -1.346 2.331
C 2.242 0.154 2.151
C 1.149 0.941 1.478
C -0.050 1.155 2.377
N 0.241 1.309 3.741
C -1.100 -0.012 2.415
O -1.487 -0.447 3.473
N -1.551 -0.476 1.248
C -1.673 0.074 -0.082
C -0.890 -0.807 -1.164
C -1.006 0.054 -2.412
C -0.208 1.240 -2.503
C -0.137 1.973 -3.681
C -1.085 1.629 -4.723
O -0.765 2.247 -5.873
C -1.911 0.531 -4.586
C -1.828 -0.328 -3.386
C -3.114 0.021 -0.475
O -3.776 0.973 -0.847
O -3.626 -1.177 -0.476
H 4.483 -1.369 1.019
H 3.548 -2.595 0.653
H 3.845 -1.519 3.373
H 3.143 -3.032 2.854
H 1.615 -1.676 1.374
H 1.251 -1.474 3.045
H 3.105 0.203 1.521
H 2.684 0.673 3.063
H 1.600 1.834 1.168
H 0.872 0.474 0.536
H -0.555 1.998 2.014
H 0.484 0.504 4.267
H -0.638 1.513 4.219
H -2.065 -1.369 1.431
H -1.224 1.034 -0.149
H 0.113 -0.871 -0.779
H -1.254 -1.859 -1.245
H 0.441 1.422 -1.634
H 0.619 2.740 -3.924
H -1.355 1.827 -6.512
H -2.590 0.337 -5.452
H -2.497 -1.207 -3.264
H -4.556 -1.019 -0.583

(3)
47
Properties=species:S:1:pos:R:3 method="wB97M-V/def2-TZVPD" orbital_gap_ha=0.3184 e_homo_ev=-8.49 mol_weight_g_mol=337.38 e_lumo_ev=0.1743 smiles="[H]/N=C(/N)NCCC[C@H](N)C(=O)N[C@@H](Cc1ccc(O)cc1)C(=O)O" de_lowest_kj_mol=255.5 multiplicity=1
H -1.969 -0.284 2.445
N -0.984 -0.506 2.203
C -0.393 0.562 1.862
N 0.963 0.530 1.785
N -1.034 1.766 1.940
C -0.561 2.970 1.138
C -0.538 2.763 -0.337
C -1.938 2.627 -0.959
C -2.548 1.238 -1.023
N -3.046 0.817 0.215
C -1.471 0.232 -1.649
O -0.932 0.427 -2.721
N -1.163 -0.866 -0.791
C -0.808 -2.105 -1.510
C 0.582 -2.148 -2.148
C 1.640 -1.703 -1.171
C 2.170 -2.514 -0.231
C 3.161 -2.087 0.683
C 3.566 -0.717 0.712
O 4.312 -0.158 1.710
C 3.117 0.137 -0.250
C 2.126 -0.384 -1.176
C -0.827 -3.319 -0.493
O -1.094 -4.456 -0.780
O -0.569 -3.018 0.763
H 1.260 1.423 2.123
H 1.110 -0.192 2.476
H -1.717 1.953 2.693
H -1.249 3.810 1.298
H 0.475 3.309 1.407
H -0.019 3.650 -0.808
H 0.120 1.930 -0.650
H -1.846 3.007 -2.003
H -2.666 3.306 -0.394
H -3.465 1.386 -1.651
H -2.373 1.103 0.958
H -3.988 1.147 0.344
H -1.908 -0.857 -0.126
H -1.598 -2.258 -2.273
H 0.502 -1.483 -3.007
H 0.716 -3.182 -2.568
H 1.964 -3.545 -0.229
H 3.598 -2.889 1.387
H 4.672 -0.826 2.276
H 3.226 1.172 -0.369
H 1.750 0.274 -1.948
H -0.326 -2.045 0.845

(4)
40
Properties=species:S:1:pos:R:3 method="wB97M-V/def2-TZVPD" orbital_gap_ha=0.3249 e_homo_ev=-8.33 mol_weight_g_mol=233.35 e_lumo_ev=0.5162 de_lowest_kj_mol=1336.4 multiplicity=1
C -4.553 -2.381 0.517
C -4.489 -1.294 -0.629
C -3.123 -0.534 -0.885
C -2.737 0.158 0.311
C -1.460 0.738 -0.125
C -1.040 1.635 1.274
C 0.251 2.305 1.089
N 1.357 1.480 0.668
C 1.986 1.190 -0.354
C 1.761 1.911 -1.453
C 3.075 0.045 -0.152
C 3.875 0.019 -1.161
C 4.753 -1.104 -1.196
C 4.926 -2.177 -0.070
C 4.060 -1.663 1.123
C 3.099 -0.725 0.893
O 2.244 -0.557 2.205
H -3.857 -3.109 0.444
H -5.590 -2.830 0.516
H -4.480 -1.845 1.506
H -5.325 -0.319 -0.294
H -4.956 -1.711 -1.741
H -2.567 -1.522 -1.118
H -3.393 -0.030 -1.721
H -2.668 -0.493 1.067
H -3.525 0.962 0.633
H -0.692 0.142 -0.182
H -1.625 1.694 -0.875
H -0.805 1.219 2.045
H -1.808 2.438 1.608
H 0.299 3.117 0.046
H 0.623 2.866 1.783
H 2.751 2.534 -1.779
H 1.708 1.103 -2.203
H 1.002 2.628 -1.881
H 3.875 0.423 -2.162
H 5.510 -1.332 -1.793
H 5.724 -2.693 0.050
H 4.022 -2.401 2.065
H 1.792 0.115 1.927

(5)
44
Properties=species:S:1:pos:R:3 method="wB97M-V/def2-TZVPD" orbital_gap_ha=0.3159 e_homo_ev=-9.11 mol_weight_g_mol=313.42 e_lumo_ev=-0.5141 de_lowest_kj_mol=1633.6 multiplicity=1
C 4.323 2.349 -0.239
C 3.010 1.706 0.323
C 2.909 1.468 1.785
C 1.851 1.104 2.296
C 0.849 0.765 1.375
C 0.904 1.104 0.084
C 2.044 1.701 -0.560
C 2.249 1.678 -1.883
H 2.521 2.765 -2.022
H 2.965 1.148 -2.380
H 1.264 1.588 -2.256
S -0.426 0.400 -0.684
O -0.176 0.272 -2.388
O -1.813 1.170 -0.395
N -0.606 -1.226 -0.199
H 0.125 -1.482 -0.542
C -1.929 -1.879 -0.516
H -1.619 -2.873 -0.241
C -2.660 -1.906 -1.645
C -3.971 -2.410 -1.676
H -4.526 -2.142 -0.991
H -3.784 -3.384 -1.357
H -4.432 -2.421 -2.597
C -1.725 -2.178 -2.764
H -1.317 -3.606 -2.421
H -0.843 -1.810 -2.913
H -2.162 -2.326 -3.958
H -2.800 -0.785 -1.782
C -2.895 -1.471 0.760
O -3.309 -2.426 1.498
O -3.409 -0.444 0.951
H -2.830 0.166 0.247
C -0.580 0.515 2.236
H -1.315 0.941 1.544
H -0.528 0.919 3.165
H -0.753 -0.570 2.426
C 1.909 0.813 3.835
H 1.070 1.954 4.302
H 2.842 1.094 4.285
H 1.476 0.123 4.239
H 3.780 1.878 2.247
H 5.136 2.705 0.642
H 4.322 3.340 -0.736
H 4.857 1.671 -1.097

(6)
40
Properties=species:S:1:pos:R:3 method="wB97M-V/def2-TZVPD" orbital_gap_ha="0.2162 / 0.2662" e_homo_ev="-10.06 / -12.80" mol_weight_g_mol=320.42 e_lumo_ev="-4.1766 / -5.5582" s2=6.036 multiplicity=5 charge=+1
C -0.436 -3.148 -1.831
C -1.759 -2.883 -1.181
C -0.086 -2.174 -2.870
C 0.688 -3.451 -0.877
H 0.775 -2.479 -3.468
H 0.185 -1.240 -2.329
H -0.918 -1.945 -3.535
H -2.364 -3.775 -0.987
H -2.354 -2.170 -1.782
H -1.566 -2.408 -0.186
H 0.847 -4.513 -0.653
H 0.454 -2.961 0.101
H 1.638 -3.023 -1.248
C -0.998 2.710 -0.168
C -0.764 2.019 -1.445
C -1.672 0.906 -1.527
H -0.189 2.418 -2.269
C -2.290 0.734 -0.274
C -1.855 1.790 0.609
H -2.184 1.957 1.616
H -0.882 3.779 0.009
H -1.844 0.336 -2.437
H -3.038 -0.019 -0.027
C 2.068 0.697 1.437
C 2.058 1.910 0.619
C 1.980 1.460 -0.768
H 2.305 2.938 0.950
C 2.253 0.032 -0.776
C 2.324 -0.416 0.553
H 2.605 -1.416 0.881
H 2.063 0.657 2.528
H 1.959 2.094 -1.649
H 2.442 -0.542 -1.681
Ru 0.204 1.259 0.307
C -0.347 2.064 4.333
O -0.549 1.333 3.115
H -0.060 1.376 5.148
H -1.317 2.515 4.555
H 0.418 2.858 4.235
H 0.208 0.721 2.972

(7)
62
Properties=species:S:1:pos:R:3 method="wB97M-V/def2-TZVPD" orbital_gap_ha=0.0892 e_homo_ev=-6.12 mol_weight_g_mol=810.80 e_lumo_ev=-3.6956 multiplicity=1
O -0.887 -4.857 -4.671
C -1.150 -3.909 -4.030
O -2.276 -3.622 -3.253
C -2.367 -2.163 -3.019
C -1.441 -1.578 -4.112
C -0.272 -2.515 -3.854
C 0.998 -2.255 -4.713
C 1.594 -0.856 -4.535
C 1.600 -0.421 -3.100
F 1.767 -1.314 -2.122
C 1.481 0.835 -2.705
F 1.665 1.202 -1.409
F 1.226 1.858 -3.486
H -3.400 -1.811 -3.003
H -1.839 -2.045 -2.076
H -1.205 -0.505 -4.131
H -1.872 -1.988 -5.019
H -0.015 -2.439 -2.802
H 1.832 -3.013 -4.614
H 0.679 -2.343 -5.744
H 2.617 -0.875 -4.900
H 1.055 -0.143 -5.145
Na 0.998 -4.470 -4.033
Br -3.200 -5.741 -3.706
Al 0.136 2.982 -0.956
O 1.251 5.883 6.375
C 1.629 5.848 5.246
O 0.773 5.439 4.278
C 1.063 5.531 2.894
C 1.876 4.343 2.409
C 3.063 6.170 4.880
H 1.544 6.483 2.661
H 0.095 5.540 2.394
H 2.846 4.291 2.902
H 2.045 4.410 1.327
H 1.357 3.414 2.631
H 3.677 5.289 5.059
H 3.403 6.976 5.524
H 3.199 6.504 3.854
C -0.816 1.005 1.859
F -1.065 2.000 2.668
F 0.308 1.389 1.095
F -0.436 -0.033 2.544
S -2.262 0.623 0.790
O -2.467 1.862 0.031
O -3.300 0.268 1.677
O -1.783 -0.458 -0.078
C -2.226 -3.287 3.416
S -1.500 -3.647 1.829
O -0.862 -5.065 1.949
C -0.130 -2.538 1.927
H -3.083 -3.941 3.558
H -1.495 -3.457 4.204
H -2.551 -2.237 3.410
H 0.470 -2.768 2.807
H -0.519 -1.534 1.981
H 0.472 -2.656 1.028
Br 3.739 -3.854 -5.866
O -1.864 -0.162 4.525
H -1.489 0.296 5.291
K -2.166 0.681 -2.860
Cl -0.517 -6.620 0.923

(8)
55
Properties=species:S:1:pos:R:3 method="wB97M-V/def2-TZVPD" orbital_gap_ha="0.2877 / 0.2996" e_homo_ev="-7.58 / -8.05" mol_weight_g_mol=655.42 e_lumo_ev="0.2497 / 0.1002" s2=6.025 de_lowest_kj_mol=31.0 multiplicity=5
Cr -0.881 -0.422 0.475
O 3.367 3.557 3.122
C 2.749 3.061 2.023
C 3.345 2.131 1.175
C 2.610 1.673 0.103
N 1.365 2.081 -0.168
C 0.853 2.962 0.647
Br -0.958 3.496 0.275
C 1.469 3.515 1.755
H 4.223 3.127 3.233
H 4.341 1.753 1.359
H 3.023 0.927 -0.563
H 0.984 4.237 2.393
S -2.929 -2.702 -0.015
C -2.072 -4.118 0.365
N -1.286 -4.301 1.415
C -0.603 -5.583 1.391
C -1.289 -6.310 0.209
N -2.100 -5.248 -0.367
H -1.011 -3.487 1.976
H -0.741 -6.112 2.333
H 0.466 -5.443 1.225
H -1.904 -7.148 0.542
H -0.560 -6.679 -0.513
H -2.736 -5.344 -1.138
O -0.502 -1.598 2.294
S 0.977 -1.307 2.036
O 1.871 -2.078 2.851
O 1.064 0.162 2.123
S 1.086 -1.757 0.008
C -1.596 -1.373 -3.039
As -1.360 0.212 -1.949
C 0.001 1.082 -3.006
C -2.933 1.195 -2.486
H -1.666 -1.071 -4.086
H -2.490 -1.908 -2.723
H -0.742 -2.034 -2.895
H -0.343 1.102 -4.042
H 0.927 0.515 -2.927
H 0.182 2.085 -2.629
H -2.858 1.405 -3.555
H -3.012 2.131 -1.933
H -3.826 0.596 -2.306
N -2.813 2.048 4.764
C -3.141 1.617 3.516
C -2.162 1.006 2.701
N -2.484 0.552 1.511
C -3.752 0.663 1.081
C -4.681 1.280 1.886
N -4.386 1.764 3.095
H -1.853 2.091 5.049
H -3.485 2.613 5.254
H -1.130 0.896 3.017
H -4.009 0.249 0.117
H -5.702 1.392 1.545